1.
This record from OMol25 describes an isolated molecule of C20H20N4. The level of theory is wB97M-V/def2-TZVPD.

Last column: Mulliken charge in e.
Geometry (Å):
N 1.00 -0.80 0.45  -0.809
N 0.67 2.33 -1.50  -0.615
C 0.60 -1.24 -0.70  -0.122
C 0.15 -4.64 -1.54  -0.534
C 1.08 -4.71 -0.43  -0.772
C -0.17 -3.33 -1.86  -0.432
C 1.44 -3.44 -0.19  -0.242
C 0.74 1.06 -1.01  -0.251
C 0.45 2.40 -2.85  0.093
C -1.85 2.26 3.02  -0.754
C -1.85 1.45 4.09  -0.435
C 0.20 1.29 -3.58  -0.814
C -0.85 2.26 2.09  -0.387
C 0.25 0.64 3.38  -0.197
C 0.43 -0.12 -1.72  0.762
C -0.82 0.57 4.25  0.662
C 0.04 0.08 -3.02  2.052
C 0.30 1.48 2.28  0.439
N 0.66 -2.59 -0.98  0.227
N 1.18 0.59 0.31  0.652
C 0.20 3.77 -3.32  -1.187
C -1.05 -0.66 5.12  -1.283
C -0.49 -0.98 -3.92  -1.653
C 1.41 1.47 1.40  -1.421
H -0.39 -5.42 -2.03  0.419
H 1.60 -5.59 -0.09  0.390
H -0.93 -2.92 -2.46  0.377
H 2.15 -3.10 0.53  0.378
H -2.62 2.97 2.83  0.381
H -2.65 1.39 4.83  0.316
H -0.05 1.45 -4.64  0.286
H -0.98 2.90 1.27  0.541
H 0.96 -0.20 3.49  0.142
H -0.92 3.83 -3.32  0.240
H 0.66 4.02 -4.26  0.400
H 0.66 4.51 -2.58  0.321
H -1.64 -0.44 6.08  0.342
H -1.57 -1.47 4.65  0.293
H 0.00 -1.07 5.30  0.325
H -0.75 -0.56 -4.98  0.294
H -1.42 -1.40 -3.46  0.339
H 0.27 -1.81 -4.03  0.416
H 2.26 1.20 2.05  0.474
H 1.64 2.53 1.09  0.346

ΔE to the lowest compared entry with this formula, charge and spin: 320.0 kJ/mol
Largest force on an atom: 4.1 eV Å⁻¹
Kohn-Sham gap: 8.5 eV
Structure (SMILES): Cc1cccc(Cn2nc(-n3cccc3)c3c(C)cc(C)nc32)c1
LUMO: 0.49 eV
HOMO level: -8.05 eV
Energy: -993.0659 Eh

=====

2.
This record from OMol25 describes an isolated molecule of C20H20N4O3S3. The level of theory is wB97M-V/def2-TZVPD.

Last column: Mulliken charge in e.
Geometry (Å):
C 3.39 3.07 -0.04  -0.747
H 4.40 3.47 -0.09  0.428
H 3.46 2.00 0.14  0.119
H 2.90 3.23 -1.00  0.220
C 2.63 3.75 1.10  -0.791
N 1.27 3.28 1.24  0.184
S 1.01 1.90 2.09  1.420
O -0.35 1.89 2.54  -0.686
O 2.06 1.74 3.05  -0.784
C 1.17 0.56 0.90  0.429
C 0.19 0.38 -0.05  -0.449
C 0.30 -0.69 -0.94  -0.155
C 1.38 -1.56 -0.86  -0.460
C 2.36 -1.36 0.10  -0.922
C 2.26 -0.30 0.98  -0.468
H 2.99 -0.12 1.75  0.613
H 3.20 -2.03 0.16  0.445
H 1.45 -2.39 -1.55  0.515
C -0.76 -0.92 -1.90  -0.044
N -1.69 -0.09 -2.28  -0.186
N -2.50 -0.75 -3.11  -0.710
C -2.05 -1.96 -3.20  0.456
O -0.92 -2.13 -2.47  -0.225
S -2.72 -3.34 -4.02  -0.174
C -3.49 -4.19 -2.54  -0.710
C -2.83 -3.78 -1.29  0.452
N -3.15 -2.72 -0.65  -0.530
C -2.31 -2.47 0.39  -0.346
C -2.38 -1.36 1.23  -0.520
C -1.41 -1.21 2.21  -0.407
C -0.40 -2.16 2.36  -0.491
C -0.32 -3.27 1.54  -0.640
C -1.28 -3.41 0.55  0.849
S -1.42 -4.65 -0.67  -0.223
H 0.46 -4.00 1.66  0.439
H 0.34 -2.01 3.13  0.421
H -1.42 -0.34 2.84  0.520
H -3.16 -0.64 1.09  0.491
H -3.39 -5.25 -2.74  0.433
H -4.54 -3.88 -2.53  0.358
H -0.67 1.02 -0.08  0.987
C 0.17 3.99 0.64  -0.514
C 0.15 3.95 -0.89  -1.105
H 0.22 2.93 -1.25  0.305
H -0.78 4.38 -1.24  0.394
H 0.98 4.52 -1.30  0.330
H -0.73 3.52 1.05  0.315
H 0.19 5.03 0.98  0.407
H 2.61 4.83 0.94  0.382
H 3.14 3.54 2.04  0.374

ΔE to the lowest compared entry with this formula, charge and spin: 96.9 kJ/mol
Largest force on an atom: 1.7 eV Å⁻¹
Kohn-Sham gap: 8.7 eV
Structure (SMILES): CCN(CC)S(=O)(=O)c1cccc(-c2nnc(SCc3nc4ccccc4s3)o2)c1
LUMO: -0.15 eV
HOMO level: -8.88 eV
Energy: -2413.4297 Eh

=====

3.
This record from OMol25 describes a structure of composition C20H21AsF3N7OS2Tc. The level of theory is wB97M-V/def2-TZVPD.

Last column: Mulliken charge in e.
Geometry (Å):
Tc 0.06 -0.01 -0.51  0.320
C -4.45 2.08 -1.81  -0.839
N -3.27 2.75 -1.28  0.161
C -2.98 4.09 -1.44  -0.671
C -1.80 4.33 -0.83  -0.358
N -1.37 3.13 -0.28  0.585
C -2.30 2.16 -0.56  0.288
S -2.26 0.53 -0.05  -0.571
C -0.25 3.00 0.57  0.379
C 0.03 4.04 1.45  -0.986
C 1.16 3.96 2.25  -0.549
C 1.98 2.85 2.14  -1.035
C 1.62 1.85 1.26  -0.119
N 0.52 1.91 0.48  0.529
H -5.32 2.69 -1.63  0.365
H -4.58 1.12 -1.32  0.313
H -4.34 1.92 -2.88  0.342
H -3.61 4.75 -2.00  0.509
H -1.23 5.24 -0.77  0.536
H -0.64 4.88 1.52  0.589
H 1.38 4.75 2.95  0.463
H 2.88 2.75 2.73  0.478
H 2.22 0.95 1.17  0.442
F 2.57 -5.69 -1.52  -0.280
C 1.63 -4.77 -1.41  0.506
F 0.76 -4.93 -2.42  -0.206
F 0.95 -5.01 -0.26  -0.199
C 2.21 -3.38 -1.37  -0.185
C 3.57 -3.15 -1.41  -0.179
C 4.05 -1.84 -1.28  -1.031
C 3.15 -0.82 -1.06  -0.439
N 1.83 -1.05 -1.02  0.018
C 1.34 -2.29 -1.22  1.172
S -0.38 -2.26 -1.30  -0.258
H 4.25 -3.97 -1.55  0.568
H 5.10 -1.63 -1.35  0.439
H 3.48 0.20 -0.93  0.564
N -0.19 0.95 -6.90  -0.354
C 0.11 1.11 -5.80  0.407
N 0.45 1.31 -4.55  -0.482
C 0.21 1.03 -3.40  0.633
N 0.06 0.84 -2.22  -0.552
C -2.07 -2.66 1.84  -0.983
As -0.42 -1.89 2.47  0.634
C 0.84 -3.27 2.92  -0.903
C -0.78 -0.82 4.04  -1.096
O 0.31 -0.84 1.37  -0.099
H -2.68 -2.94 2.71  0.431
H -1.86 -3.55 1.25  0.338
H -2.62 -1.94 1.24  0.262
H 0.41 -3.90 3.70  0.441
H 1.76 -2.82 3.28  0.357
H 1.04 -3.87 2.04  0.191
H -1.02 -1.46 4.88  0.437
H -1.62 -0.15 3.84  0.335
H 0.11 -0.24 4.26  0.342

ΔE to the lowest compared entry with this formula, charge and spin: 63.9 kJ/mol
Largest force on an atom: 1.1 eV Å⁻¹
Kohn-Sham gap (spin up / spin down): 8.1 / 6.7 eV
LUMO (spin up / spin down): -6.18 / -7.62 eV
HOMO level (spin up / spin down): -14.26 / -14.27 eV
Spin multiplicity: 4
Energy: -4645.3467 Eh
Net charge: +2

=====

4.
This record from OMol25 describes a structure of composition C20H21BBrN7O7PdS2. The level of theory is wB97M-V/def2-TZVPD.

Last column: Mulliken charge in e.
Geometry (Å):
Pd 0.94 0.21 -0.59  0.596
C 0.39 3.78 -1.17  -0.666
N 1.84 3.81 -1.11  0.239
C 2.67 4.57 -1.91  -0.467
C 3.93 4.20 -1.62  -0.465
N 3.89 3.23 -0.65  0.025
B 5.14 2.45 -0.13  0.450
N 4.95 0.88 -0.24  0.268
C 5.75 0.06 0.53  -0.562
C 5.33 -1.21 0.38  -0.437
N 4.27 -1.17 -0.50  0.187
C 3.44 -2.31 -0.90  -0.807
C 4.05 0.11 -0.87  0.075
S 2.82 0.58 -2.00  -0.413
C 2.60 2.99 -0.35  -0.198
S 2.01 1.85 0.81  -0.361
H 0.07 4.34 -2.05  0.360
H -0.04 4.23 -0.28  0.276
H 0.05 2.76 -1.26  0.205
H 2.28 5.30 -2.61  0.440
H 4.87 4.55 -2.03  0.476
H 6.08 2.79 -0.81  -0.175
H 5.30 2.68 1.05  -0.141
H 6.54 0.46 1.14  0.462
H 5.68 -2.14 0.81  0.425
H 3.92 -3.22 -0.54  0.316
H 3.34 -2.33 -1.98  0.339
H 2.45 -2.23 -0.46  0.259
O 0.69 -1.32 -2.71  -0.537
H -0.13 -0.96 -3.08  0.278
H 0.39 -2.03 -2.12  0.365
Br 1.11 -1.12 2.25  -0.085
C -0.49 -0.12 2.34  0.287
C -1.35 -0.30 3.41  -0.806
C -2.52 0.44 3.41  -0.292
C -2.77 1.33 2.37  -0.578
C -1.83 1.43 1.36  -0.730
N -0.71 0.71 1.34  0.567
H -1.11 -1.00 4.20  0.452
H -3.23 0.33 4.22  0.430
H -3.68 1.90 2.33  0.463
H -1.99 2.09 0.51  0.425
O -0.68 -2.40 -0.48  -0.753
C -1.58 -1.56 -0.72  0.425
O -1.44 -0.37 -1.12  -0.759
C -2.99 -1.98 -0.39  0.305
C -3.39 -3.30 -0.55  -0.572
C -4.68 -3.66 -0.22  -0.007
C -5.59 -2.76 0.30  -0.524
C -5.16 -1.47 0.48  -0.020
C -3.89 -1.05 0.12  -0.584
N -6.10 -0.48 1.06  0.972
O -7.26 -0.81 1.17  -0.613
O -5.64 0.60 1.39  -0.584
N -5.11 -5.06 -0.42  1.034
O -4.34 -5.82 -0.97  -0.606
O -6.23 -5.37 -0.03  -0.614
H -2.69 -4.05 -0.91  0.616
H -6.59 -3.06 0.57  0.603
H -3.59 -0.02 0.24  0.733

ΔE to the lowest compared entry with this formula, charge and spin: 164.2 kJ/mol
Largest force on an atom: 2.0 eV Å⁻¹
Kohn-Sham gap (spin up / spin down): 7.0 / 7.0 eV
LUMO (spin up / spin down): -1.52 / -1.52 eV
HOMO level (spin up / spin down): -8.51 / -8.51 eV
Energy: -5207.7624 Eh

=====

5.
This record from OMol25 describes a structure of composition C20H21Br4F4FeN2O4. The level of theory is wB97M-V/def2-TZVPD.

Last column: Mulliken charge in e.
Geometry (Å):
Fe -0.05 -0.20 -0.29  2.112
C -1.90 -2.87 0.27  -1.220
N -2.04 -1.42 0.32  0.856
C -2.49 -1.00 1.64  -1.222
C -2.95 -0.97 -0.74  -0.991
C -3.08 0.54 -0.76  -1.032
N -1.78 1.14 -0.59  -0.021
C -1.65 2.45 -0.33  0.092
C -0.35 2.94 -0.04  0.086
F 0.66 2.02 -0.11  -0.091
C -0.08 4.23 0.32  -0.048
F 1.18 4.59 0.62  -0.313
C -1.08 5.18 0.39  -0.626
C -2.36 4.76 0.05  0.217
F -3.36 5.65 0.05  -0.323
C -2.65 3.45 -0.30  0.176
F -3.93 3.17 -0.64  -0.353
H -2.86 -3.38 0.43  0.355
H -1.21 -3.19 1.06  0.311
H -1.50 -3.18 -0.69  0.216
H -3.50 -1.39 1.86  0.308
H -2.50 0.08 1.71  0.261
H -1.79 -1.37 2.39  0.379
H -3.95 -1.42 -0.61  0.358
H -2.54 -1.30 -1.69  0.321
H -3.77 0.86 0.04  0.500
H -3.54 0.83 -1.71  0.493
H -0.88 6.20 0.68  0.502
Br 6.19 0.01 3.18  -0.147
C 4.35 0.00 2.76  0.221
C 3.38 0.03 3.80  0.418
Br 3.93 0.15 5.60  -0.144
C 2.04 -0.03 3.50  -0.243
Br 0.70 -0.02 4.82  -0.113
C 1.59 -0.12 2.16  -0.334
O 0.38 -0.23 1.84  -0.322
C 2.58 -0.09 1.08  0.234
O 2.18 -0.12 -0.11  -0.207
C 3.95 -0.06 1.45  -0.200
Br 5.18 -0.10 0.02  -0.135
C 1.05 0.58 -3.19  -0.843
O 0.11 -0.41 -2.74  -0.308
C 0.42 -1.73 -3.14  -0.885
C 1.44 -2.38 -2.24  -0.438
O 0.88 -2.41 -0.94  -0.019
C 1.72 -3.07 0.00  -0.932
H 1.22 0.47 -4.26  0.388
H 2.00 0.51 -2.65  0.254
H 0.59 1.54 -2.98  0.182
H 0.76 -1.75 -4.18  0.447
H -0.52 -2.28 -3.06  0.260
H 2.37 -1.80 -2.22  0.248
H 1.66 -3.39 -2.58  0.496
H 1.78 -4.14 -0.23  0.295
H 1.29 -2.92 0.98  0.216
H 2.73 -2.64 -0.02  0.307

ΔE to the lowest compared entry with this formula, charge and spin: 0.0 kJ/mol
Largest force on an atom: 1.5 eV Å⁻¹
Kohn-Sham gap (spin up / spin down): 7.3 / 5.1 eV
LUMO (spin up / spin down): 0.17 / -2.04 eV
HOMO level (spin up / spin down): -7.10 / -7.12 eV
Spin multiplicity: 6
Energy: -13144.3779 Eh

=====

Question: Number 4 is which compound?
Answer: C20H21BBrN7O7PdS2

=====

Repeat the fifth record exactly.
This record from OMol25 describes a structure of composition C20H21Br4F4FeN2O4. The level of theory is wB97M-V/def2-TZVPD.

Last column: Mulliken charge in e.
Geometry (Å):
Fe -0.05 -0.20 -0.29  2.112
C -1.90 -2.87 0.27  -1.220
N -2.04 -1.42 0.32  0.856
C -2.49 -1.00 1.64  -1.222
C -2.95 -0.97 -0.74  -0.991
C -3.08 0.54 -0.76  -1.032
N -1.78 1.14 -0.59  -0.021
C -1.65 2.45 -0.33  0.092
C -0.35 2.94 -0.04  0.086
F 0.66 2.02 -0.11  -0.091
C -0.08 4.23 0.32  -0.048
F 1.18 4.59 0.62  -0.313
C -1.08 5.18 0.39  -0.626
C -2.36 4.76 0.05  0.217
F -3.36 5.65 0.05  -0.323
C -2.65 3.45 -0.30  0.176
F -3.93 3.17 -0.64  -0.353
H -2.86 -3.38 0.43  0.355
H -1.21 -3.19 1.06  0.311
H -1.50 -3.18 -0.69  0.216
H -3.50 -1.39 1.86  0.308
H -2.50 0.08 1.71  0.261
H -1.79 -1.37 2.39  0.379
H -3.95 -1.42 -0.61  0.358
H -2.54 -1.30 -1.69  0.321
H -3.77 0.86 0.04  0.500
H -3.54 0.83 -1.71  0.493
H -0.88 6.20 0.68  0.502
Br 6.19 0.01 3.18  -0.147
C 4.35 0.00 2.76  0.221
C 3.38 0.03 3.80  0.418
Br 3.93 0.15 5.60  -0.144
C 2.04 -0.03 3.50  -0.243
Br 0.70 -0.02 4.82  -0.113
C 1.59 -0.12 2.16  -0.334
O 0.38 -0.23 1.84  -0.322
C 2.58 -0.09 1.08  0.234
O 2.18 -0.12 -0.11  -0.207
C 3.95 -0.06 1.45  -0.200
Br 5.18 -0.10 0.02  -0.135
C 1.05 0.58 -3.19  -0.843
O 0.11 -0.41 -2.74  -0.308
C 0.42 -1.73 -3.14  -0.885
C 1.44 -2.38 -2.24  -0.438
O 0.88 -2.41 -0.94  -0.019
C 1.72 -3.07 0.00  -0.932
H 1.22 0.47 -4.26  0.388
H 2.00 0.51 -2.65  0.254
H 0.59 1.54 -2.98  0.182
H 0.76 -1.75 -4.18  0.447
H -0.52 -2.28 -3.06  0.260
H 2.37 -1.80 -2.22  0.248
H 1.66 -3.39 -2.58  0.496
H 1.78 -4.14 -0.23  0.295
H 1.29 -2.92 0.98  0.216
H 2.73 -2.64 -0.02  0.307

ΔE to the lowest compared entry with this formula, charge and spin: 0.0 kJ/mol
Largest force on an atom: 1.5 eV Å⁻¹
Kohn-Sham gap (spin up / spin down): 7.3 / 5.1 eV
LUMO (spin up / spin down): 0.17 / -2.04 eV
HOMO level (spin up / spin down): -7.10 / -7.12 eV
Spin multiplicity: 6
Energy: -13144.3779 Eh

=====

Repeat the third record exactly.
This record from OMol25 describes a structure of composition C20H21AsF3N7OS2Tc. The level of theory is wB97M-V/def2-TZVPD.

Last column: Mulliken charge in e.
Geometry (Å):
Tc 0.06 -0.01 -0.51  0.320
C -4.45 2.08 -1.81  -0.839
N -3.27 2.75 -1.28  0.161
C -2.98 4.09 -1.44  -0.671
C -1.80 4.33 -0.83  -0.358
N -1.37 3.13 -0.28  0.585
C -2.30 2.16 -0.56  0.288
S -2.26 0.53 -0.05  -0.571
C -0.25 3.00 0.57  0.379
C 0.03 4.04 1.45  -0.986
C 1.16 3.96 2.25  -0.549
C 1.98 2.85 2.14  -1.035
C 1.62 1.85 1.26  -0.119
N 0.52 1.91 0.48  0.529
H -5.32 2.69 -1.63  0.365
H -4.58 1.12 -1.32  0.313
H -4.34 1.92 -2.88  0.342
H -3.61 4.75 -2.00  0.509
H -1.23 5.24 -0.77  0.536
H -0.64 4.88 1.52  0.589
H 1.38 4.75 2.95  0.463
H 2.88 2.75 2.73  0.478
H 2.22 0.95 1.17  0.442
F 2.57 -5.69 -1.52  -0.280
C 1.63 -4.77 -1.41  0.506
F 0.76 -4.93 -2.42  -0.206
F 0.95 -5.01 -0.26  -0.199
C 2.21 -3.38 -1.37  -0.185
C 3.57 -3.15 -1.41  -0.179
C 4.05 -1.84 -1.28  -1.031
C 3.15 -0.82 -1.06  -0.439
N 1.83 -1.05 -1.02  0.018
C 1.34 -2.29 -1.22  1.172
S -0.38 -2.26 -1.30  -0.258
H 4.25 -3.97 -1.55  0.568
H 5.10 -1.63 -1.35  0.439
H 3.48 0.20 -0.93  0.564
N -0.19 0.95 -6.90  -0.354
C 0.11 1.11 -5.80  0.407
N 0.45 1.31 -4.55  -0.482
C 0.21 1.03 -3.40  0.633
N 0.06 0.84 -2.22  -0.552
C -2.07 -2.66 1.84  -0.983
As -0.42 -1.89 2.47  0.634
C 0.84 -3.27 2.92  -0.903
C -0.78 -0.82 4.04  -1.096
O 0.31 -0.84 1.37  -0.099
H -2.68 -2.94 2.71  0.431
H -1.86 -3.55 1.25  0.338
H -2.62 -1.94 1.24  0.262
H 0.41 -3.90 3.70  0.441
H 1.76 -2.82 3.28  0.357
H 1.04 -3.87 2.04  0.191
H -1.02 -1.46 4.88  0.437
H -1.62 -0.15 3.84  0.335
H 0.11 -0.24 4.26  0.342

ΔE to the lowest compared entry with this formula, charge and spin: 63.9 kJ/mol
Largest force on an atom: 1.1 eV Å⁻¹
Kohn-Sham gap (spin up / spin down): 8.1 / 6.7 eV
LUMO (spin up / spin down): -6.18 / -7.62 eV
HOMO level (spin up / spin down): -14.26 / -14.27 eV
Spin multiplicity: 4
Energy: -4645.3467 Eh
Net charge: +2

=====

Question: Number 2 is which compound?
Answer: C20H20N4O3S3